1.
Below is one molecule with the formula C2H5N2O2P in a non-equilibrium geometry, with properties calculated with ωB97M-V/def2-TZVPD.

Geometry (Å):
1 C -0.59 0.98 -2.74
2 C 0.10 0.56 -1.16
3 N 0.49 -1.26 2.47
4 N 1.34 -2.10 2.62
5 O 0.18 1.48 -3.46
6 O -0.45 0.27 0.05
7 P -0.12 0.05 1.89
8 H 0.57 -0.31 -1.59
9 H 0.72 1.34 -0.99
10 H -1.71 0.79 -3.00
11 H 1.42 -2.31 3.65
12 H -1.50 -0.24 1.89

net charge = 0
energy = -680.3045 Eh
energy above the lowest of the compared OMol25 structures with the same formula, charge and spin = 59.5 kcal/mol
spin multiplicity = 3
LUMO (spin up / spin down) = 0.9 / -2.5 eV

***

2.
Below is a 2-piece molecular cluster, C9H16N3O overall in a non-equilibrium geometry, with properties calculated with ωB97M-V/def2-TZVPD.

Geometry (Å):
1 C 1.96 0.22 1.87
2 C 0.42 0.15 1.90
3 C -0.12 -1.15 2.01
4 C -0.41 1.20 1.55
5 C -1.47 -1.33 1.75
6 C -1.76 1.00 1.30
7 C -2.22 -0.30 1.17
8 O -3.37 -0.31 0.42
9 H 2.38 -0.38 1.09
10 H 2.44 0.36 2.86
11 H 0.47 -1.90 2.51
12 H 0.14 2.15 1.42
13 H -1.78 -2.34 2.06
14 H -2.48 1.77 1.01
15 H -3.79 -1.20 0.33
16 H 2.28 1.15 1.29
17 C 0.27 1.81 -1.89
18 C 0.78 -0.64 -1.81
19 N 0.81 0.58 -1.31
20 N 0.67 -0.74 -3.18
21 N 0.73 -1.70 -1.03
22 H 1.10 0.67 -0.34
23 H 0.34 0.08 -3.70
24 H 0.58 -1.62 -3.63
25 H 0.67 -1.67 0.02
26 H 0.97 -2.63 -1.37
27 H 0.54 2.10 -2.91
28 H 0.73 2.72 -1.45
29 H -0.87 1.96 -1.94

net charge = +1
energy = -591.7928 Eh
energy above the lowest of the compared OMol25 structures with the same formula, charge and spin = 39.4 kcal/mol
spin multiplicity = 1
LUMO = -2.7 eV

***

3.
Below is C5H5O3Tl as an isolated structure in a non-equilibrium geometry, with properties calculated with ωB97M-V/def2-TZVPD.

Geometry (Å):
1 O -0.51 -1.11 1.63
2 C 0.28 -0.17 1.74
3 O -0.07 1.06 1.46
4 Tl -1.03 -1.83 -0.26
5 H 1.27 -0.30 2.23
6 O -0.86 0.17 -2.70
7 C -0.20 -0.31 -1.58
8 C 0.81 0.38 -1.09
9 C 1.62 0.98 -0.21
10 C 1.04 1.83 0.91
11 H -1.56 -0.45 -2.93
12 H 2.71 0.92 -0.28
13 H 1.78 2.01 1.69
14 H 0.60 2.78 0.59

net charge = +1
energy = -591.3137 Eh
energy above the lowest of the compared OMol25 structures with the same formula, charge and spin = 0.0 kcal/mol
spin multiplicity = 2
LUMO (spin up / spin down) = -4.4 / -6.9 eV

***

4.
Below is C26H31N4O3Sn as an isolated structure, with properties calculated with ωB97M-V/def2-TZVPD.

Geometry (Å):
1 Sn -0.50 0.12 1.20
2 C 0.30 5.64 -2.22
3 C -0.31 4.53 -1.42
4 C -1.13 3.59 -1.97
5 C -1.77 2.58 -1.18
6 C -2.39 1.41 -1.63
7 N -2.42 0.82 -2.81
8 C -1.69 1.19 -4.02
9 C -0.17 1.02 -3.93
10 C 0.34 -0.42 -4.08
11 N 0.64 -1.07 -2.81
12 C 0.61 -2.37 -2.62
13 C 0.96 -3.01 -1.43
14 C 0.85 -4.42 -1.32
15 C 1.11 -5.08 -0.15
16 C 1.00 -6.57 -0.02
17 C 1.42 -4.29 0.98
18 C 1.50 -2.92 0.96
19 C 1.66 -2.21 2.23
20 N 1.17 -1.08 2.52
21 C 1.39 -0.58 3.88
22 C 1.92 0.85 3.90
23 C 0.83 1.92 3.88
24 N 0.14 2.01 2.60
25 C 0.05 3.17 2.07
26 C -0.54 3.44 0.76
27 C 0.02 4.39 -0.04
28 C -1.61 2.60 0.26
29 O -2.23 1.83 1.04
30 C 1.38 -2.21 -0.30
31 O 1.61 -0.98 -0.40
32 H 0.04 5.55 -3.28
33 H 1.39 5.63 -2.14
34 H -0.04 6.61 -1.88
35 H -1.33 3.64 -3.03
36 H -2.91 0.86 -0.85
37 H -2.91 -0.06 -2.83
38 H -1.95 2.22 -4.29
39 H -2.09 0.57 -4.82
40 H 0.20 1.45 -2.99
41 H 0.26 1.62 -4.72
42 H 1.25 -0.41 -4.68
43 H -0.39 -1.04 -4.61
44 H 1.01 -0.56 -1.99
45 H 0.26 -2.98 -3.46
46 H 0.56 -4.98 -2.20
47 H 1.05 -7.05 -1.00
48 H 0.07 -6.87 0.45
49 H 1.82 -6.97 0.58
50 H 1.57 -4.79 1.93
51 H 2.21 -2.77 3.00
52 H 2.07 -1.25 4.42
53 H 0.43 -0.61 4.41
54 H 2.61 1.00 3.07
55 H 2.50 0.99 4.82
56 H 1.26 2.89 4.14
57 H 0.08 1.69 4.64
58 H 0.50 4.03 2.57
59 H 0.78 5.04 0.37
60 C -2.40 -1.14 3.85
61 C -2.00 -1.03 2.41
62 O -2.59 -1.68 1.56
63 H -3.31 -1.72 3.96
64 H -2.53 -0.14 4.29
65 H -1.59 -1.62 4.40

net charge = +1
energy = -1668.1586 Eh
energy above the lowest of the compared OMol25 structures with the same formula, charge and spin = 11.1 kcal/mol
spin multiplicity = 1
LUMO = -3.4 eV

***

5.
Below is a 9-piece molecular cluster, C28H37F6N7O4 overall in a non-equilibrium geometry, with properties calculated with ωB97M-V/def2-TZVPD.

Geometry (Å):
1 C 13.12 10.29 15.18
2 C 13.81 10.75 16.48
3 O 14.68 9.70 16.94
4 C 14.19 8.59 17.50
5 O 13.02 8.42 17.71
6 C 15.25 7.52 17.78
7 F 15.20 7.15 19.08
8 F 14.93 6.40 17.13
9 F 16.49 7.91 17.61
10 H 12.53 9.39 15.32
11 H 13.78 10.26 14.32
12 H 12.43 11.07 14.85
13 H 13.09 10.98 17.26
14 H 14.35 11.68 16.28
15 C 6.79 12.86 16.02
16 C 6.20 11.44 15.70
17 O 7.26 10.53 15.53
18 C 8.02 10.14 16.59
19 O 7.64 10.35 17.75
20 C 9.32 9.29 16.21
21 F 9.48 9.03 14.92
22 F 10.37 10.02 16.58
23 F 9.27 8.13 16.89
24 H 7.81 13.00 15.66
25 H 6.74 13.08 17.08
26 H 6.23 13.64 15.51
27 H 5.60 11.47 14.79
28 H 5.50 11.08 16.44
29 C 13.33 17.45 16.47
30 C 12.22 18.22 16.49
31 C 11.22 17.43 16.02
32 N 11.65 16.23 15.56
33 C 12.98 16.26 15.83
34 H 14.29 17.81 16.81
35 H 12.15 19.20 16.91
36 H 10.17 17.69 15.97
37 H 11.10 15.48 15.16
38 H 13.59 15.38 15.69
39 C 8.97 12.13 7.91
40 C 10.18 12.35 8.48
41 C 10.37 11.35 9.42
42 N 9.28 10.45 9.34
43 C 8.37 11.02 8.44
44 H 8.55 12.70 7.10
45 H 10.87 13.14 8.21
46 H 11.18 11.18 10.10
47 H 9.12 9.58 9.83
48 H 7.48 10.46 8.23
49 C 9.43 13.55 19.01
50 C 9.90 14.36 18.08
51 C 10.67 15.36 18.68
52 N 10.65 15.09 20.07
53 C 9.87 13.99 20.27
54 H 8.77 12.70 18.92
55 H 9.72 14.39 17.01
56 H 11.37 16.11 18.36
57 H 11.03 15.67 20.80
58 H 9.61 13.77 21.29
59 C 12.89 8.84 9.87
60 C 12.61 8.68 11.28
61 N 12.33 8.54 12.35
62 H 12.51 9.80 9.53
63 H 12.39 8.13 9.21
64 H 13.94 8.74 9.61
65 C 8.49 14.23 10.71
66 C 7.71 13.69 11.81
67 N 7.12 13.27 12.68
68 H 8.06 13.93 9.75
69 H 9.52 13.87 10.74
70 H 8.56 15.32 10.79
71 C 15.20 12.35 13.42
72 C 14.09 12.26 12.46
73 N 13.21 12.23 11.71
74 H 16.05 12.89 13.00
75 H 15.44 11.37 13.83
76 H 14.87 13.01 14.22
77 C 10.19 11.64 13.00
78 C 10.60 12.69 13.91
79 N 10.80 13.53 14.70
80 H 10.25 12.18 12.05
81 H 9.14 11.40 13.18
82 H 10.86 10.78 12.97

net charge = 0
energy = -2372.4963 Eh
SMILES = CCOC(=O)C(F)(F)F.CCOC(=O)C(F)(F)F.c1cc[nH]c1.c1cc[nH]c1.c1cc[nH]c1.CC#N.CC#N.CC#N.CC#N
spin multiplicity = 1
LUMO = 0.3 eV

***

6.
Below is C26H48B3Cl22F9NO3P as an isolated structure in a non-equilibrium geometry, with properties calculated with ωB97M-V/def2-TZVPD.

Geometry (Å):
1 N 2.67 -0.92 2.85
2 P 1.58 -2.07 2.97
3 B -0.03 -1.31 3.71
4 O -0.41 -0.03 3.37
5 B -1.13 0.58 4.40
6 O -2.29 -0.10 4.79
7 B -2.12 -1.44 4.64
8 C -3.32 -2.47 4.31
9 F -3.02 -3.68 4.87
10 F -3.34 -2.66 2.94
11 C -4.75 -2.09 4.81
12 F -4.64 -1.28 5.88
13 F -5.39 -3.21 5.21
14 C -5.72 -1.43 3.78
15 F -5.95 -2.28 2.76
16 F -6.89 -1.24 4.43
17 C -5.33 -0.05 3.19
18 F -6.41 0.47 2.59
19 F -4.37 -0.18 2.26
20 F -4.92 0.80 4.12
21 O -0.84 -1.97 4.64
22 H 3.49 -1.18 3.39
23 H 1.22 -2.64 1.73
24 H 1.94 -3.14 3.81
25 H -0.71 1.52 4.98
26 Cl 3.22 2.05 4.58
27 C 2.23 2.20 3.10
28 C 1.79 3.61 2.84
29 Cl 0.60 4.19 4.05
30 H 1.39 1.53 3.21
31 H 2.84 1.84 2.28
32 H 1.30 3.65 1.87
33 H 2.62 4.31 2.85
34 Cl 4.37 3.23 0.15
35 C 3.65 3.27 -1.49
36 C 2.33 3.98 -1.51
37 Cl 1.04 3.09 -0.65
38 H 3.55 2.24 -1.83
39 H 4.35 3.79 -2.14
40 H 1.99 4.10 -2.54
41 H 2.41 4.97 -1.06
42 Cl -4.45 0.18 -2.07
43 C -5.59 0.02 -0.70
44 C -6.73 -0.91 -1.02
45 Cl -7.82 -0.23 -2.26
46 H -5.94 1.01 -0.44
47 H -5.02 -0.38 0.13
48 H -7.32 -1.08 -0.13
49 H -6.36 -1.86 -1.39
50 Cl -2.44 1.78 7.24
51 C -1.79 2.83 8.54
52 C -0.59 3.60 8.07
53 Cl 0.82 2.54 7.78
54 H -1.55 2.19 9.39
55 H -2.59 3.51 8.82
56 H -0.30 4.31 8.84
57 H -0.79 4.14 7.15
58 Cl -5.47 -5.72 -4.84
59 C -6.58 -4.32 -4.88
60 C -6.45 -3.45 -3.66
61 Cl -7.04 -4.27 -2.18
62 H -7.59 -4.71 -4.99
63 H -6.33 -3.74 -5.77
64 H -7.06 -2.55 -3.78
65 H -5.42 -3.16 -3.49
66 Cl 4.82 -3.94 1.62
67 C 5.18 -5.34 2.66
68 C 4.02 -5.64 3.58
69 Cl 3.78 -4.35 4.79
70 H 6.08 -5.12 3.23
71 H 5.36 -6.19 2.02
72 H 4.20 -6.57 4.13
73 H 3.09 -5.74 3.02
74 Cl -1.59 -10.72 -5.10
75 C -2.19 -9.25 -4.29
76 C -2.41 -8.11 -5.25
77 Cl -0.87 -7.49 -5.91
78 H -1.48 -8.99 -3.52
79 H -3.14 -9.51 -3.82
80 H -2.89 -7.28 -4.73
81 H -3.03 -8.41 -6.09
82 Cl -2.10 6.79 9.15
83 C -3.50 7.25 8.15
84 C -4.80 6.77 8.73
85 Cl -4.96 4.99 8.66
86 H -3.34 6.86 7.15
87 H -3.51 8.34 8.10
88 H -5.63 7.18 8.16
89 H -4.91 7.07 9.77
90 Cl 8.54 3.93 -3.70
91 C 7.78 3.95 -5.31
92 C 6.46 4.68 -5.31
93 Cl 5.22 3.79 -4.39
94 H 7.66 2.92 -5.64
95 H 8.47 4.45 -5.98
96 H 6.09 4.77 -6.33
97 H 6.55 5.67 -4.87
98 Cl 4.56 2.64 -7.87
99 C 4.34 0.88 -7.99
100 C 3.39 0.35 -6.95
101 Cl 4.08 0.47 -5.31
102 H 5.32 0.42 -7.90
103 H 3.94 0.68 -8.99
104 H 3.18 -0.70 -7.14
105 H 2.45 0.90 -6.96
106 Cl 6.84 3.05 -10.65
107 C 7.37 1.60 -11.55
108 C 7.00 0.33 -10.82
109 Cl 7.91 0.13 -9.31
110 H 8.44 1.68 -11.70
111 H 6.87 1.62 -12.51
112 H 7.23 -0.52 -11.45
113 H 5.94 0.32 -10.58

net charge = 0
energy = -12739.1696 Eh
spin multiplicity = 1
LUMO = 0.3 eV

***

7.
Below is C12H16AlCl3Cs2F7N4O15PS2 as an isolated structure in a non-equilibrium geometry, with properties calculated with ωB97M-V/def2-TZVPD.

Geometry (Å):
1 N 3.31 -7.05 2.11
2 C 2.66 -7.13 0.97
3 C 2.45 -5.84 0.02
4 C 1.91 -4.59 0.82
5 C 2.83 -3.51 1.40
6 C 2.01 -2.48 2.14
7 N 0.63 -2.54 2.24
8 N -0.24 -3.40 1.74
9 C 0.44 -4.38 1.05
10 P -0.70 -5.70 0.27
11 O -0.57 -5.69 -1.26
12 O -2.33 -5.31 0.58
13 O -0.46 -7.22 0.95
14 H 3.62 -6.07 2.25
15 H 2.29 -8.17 0.69
16 H 3.51 -5.57 -0.34
17 H 1.86 -6.09 -0.93
18 H 3.95 -3.50 1.31
19 H 2.57 -1.61 2.63
20 H 0.19 -1.78 2.81
21 H -2.48 -4.46 0.05
22 H -1.07 -7.38 1.70
23 C -2.56 -1.33 0.04
24 Cl -4.16 -1.68 0.71
25 Cl -1.95 -2.74 -0.87
26 Cl -2.63 0.09 -1.00
27 H -1.88 -1.13 0.86
28 C 5.89 2.88 2.54
29 O 5.96 3.11 3.94
30 C 4.93 2.58 4.65
31 O 4.01 1.96 4.18
32 O 5.12 2.87 5.93
33 C 4.10 2.36 6.81
34 H 6.76 3.35 2.08
35 H 5.92 1.81 2.33
36 H 4.99 3.34 2.12
37 H 4.06 1.28 6.76
38 H 3.13 2.80 6.56
39 H 4.36 2.66 7.82
40 C -1.89 5.52 -0.17
41 F -1.28 5.72 1.03
42 F -3.07 6.14 -0.09
43 F -1.16 6.20 -1.09
44 S -2.04 3.72 -0.62
45 O -2.84 3.13 0.44
46 O -0.66 3.24 -0.66
47 O -2.70 3.71 -1.92
48 N -4.34 -0.28 -4.40
49 O -4.52 -0.88 -3.35
50 O -5.28 -0.01 -5.13
51 O -3.20 0.06 -4.72
52 Cs 7.26 4.86 2.37
53 Cs 3.39 4.60 0.42
54 F -1.98 7.66 -2.10
55 C -6.49 3.18 -6.76
56 F -6.91 1.90 -6.75
57 F -6.95 3.72 -7.90
58 F -7.14 3.80 -5.75
59 S -4.64 3.32 -6.60
60 O -4.11 2.61 -7.75
61 O -4.31 2.70 -5.33
62 O -4.37 4.77 -6.63
63 Al -3.19 5.87 -5.19

net charge = +2
energy = -5313.3327 Eh
spin multiplicity = 1
LUMO = -9.2 eV

***

8.
Below is one molecule with the formula C4H5N3 in a non-equilibrium geometry, with properties calculated with ωB97M-V/def2-TZVPD.

Geometry (Å):
1 H -1.74 0.91 1.73
2 N -0.62 1.34 1.65
3 C -0.18 0.65 0.61
4 N 1.14 0.54 0.53
5 C 1.47 -0.29 -0.41
6 C 0.63 -1.25 -1.10
7 C -0.79 -1.00 -1.03
8 N -1.18 0.14 -0.23
9 H 2.50 -0.38 -0.67
10 H 0.97 -2.16 -1.75
11 H -1.66 -1.72 -1.11
12 H -2.23 0.56 -0.35

net charge = 0
energy = -319.5771 Eh
energy above the lowest of the compared OMol25 structures with the same formula, charge and spin = 84.8 kcal/mol
SMILES = [H]/N=c1/nccc[nH]1
spin multiplicity = 1
LUMO = -0.4 eV